Record 1
The following is a DFT calculation (ωB97M-V/def2-TZVPD) of a 2-piece molecular cluster, C2H2FNO overall.

Structure (XYZ):
```
7
Properties=species:S:1:pos:R:3:forces:R:3:lowdin_charge:R:1
C -0.942 -0.441 -0.508 0.79 0.93 1.19 -0.010
C -0.371 0.294 0.526 2.35 0.11 -1.89 -0.033
N -0.487 -1.114 0.487 0.05 0.30 -0.03 0.206
O 1.582 0.937 0.024 -3.50 0.47 1.10 -0.187
F 2.148 -0.274 -0.279 0.69 -1.57 -0.44 -0.208
H -1.412 -0.497 -1.462 -0.22 -0.36 -0.42 0.122
H -0.519 1.095 1.211 -0.16 0.12 0.49 0.111
```
Positions in Å, forces in eV/Å.

Properties
Multiplicity: 1
E_tot, a.u.: -306.9865
Energy relative to the best compared isomer or geometry (same formula, charge and spin), kcal per mole: 163.5

***

Record 2
The following is a DFT calculation (ωB97M-V/def2-TZVPD) of a 2-piece molecular cluster, C2H6I2NP overall.

Structure (XYZ):
```
12
Properties=species:S:1:pos:R:3:forces:R:3:lowdin_charge:R:1
C -1.623 -0.550 -0.339 0.53 0.90 -1.20 -0.101
C -0.777 0.723 -0.205 -1.07 0.33 1.25 -0.409
N 0.040 0.969 0.915 2.73 -0.81 1.53 0.011
P 2.879 -0.317 1.111 -1.83 0.15 0.10 -0.260
I 2.386 -2.241 -0.302 0.10 0.19 -0.01 0.166
I 3.756 1.337 -0.314 0.32 0.36 -0.51 0.216
H -1.860 -1.044 0.581 -0.42 -0.02 0.52 0.064
H -2.482 -0.319 -0.996 0.05 -0.20 0.70 0.079
H -1.011 -1.186 -0.933 0.35 -1.12 -0.32 0.028
H -0.113 0.811 -1.078 -0.47 0.64 -0.32 0.110
H -1.478 1.609 -0.028 0.76 -0.59 -1.16 0.135
H 0.283 0.209 1.588 -1.04 0.17 -0.57 -0.038
```
Positions in Å, forces in eV/Å.

Properties
Multiplicity: 1
E_tot, a.u.: -1071.1757
Energy relative to the best compared isomer or geometry (same formula, charge and spin), kcal per mole: 89.1

***

Record 3
The following is a DFT calculation (ωB97M-V/def2-TZVPD) of one molecule with the formula C7H13N5O.

Structure (XYZ):
```
26
Properties=species:S:1:pos:R:3:forces:R:3:lowdin_charge:R:1
C 1.063 1.135 0.273 0.63 -2.18 0.09 -0.065
C -0.010 0.351 0.298 -0.76 2.06 1.36 -0.142
C -0.208 -1.021 -0.104 -1.24 -0.02 -0.37 -0.173
C -1.210 1.215 0.760 -2.75 -0.78 1.81 -0.128
C -1.554 -1.359 -0.712 -0.24 1.12 -0.32 -0.101
C -2.500 0.758 -0.001 -0.35 1.62 1.29 -0.250
C -2.711 -0.714 0.038 0.51 -0.93 2.34 -0.228
N 2.305 0.775 -0.288 -0.73 -0.61 0.56 -0.228
N 3.256 -0.023 0.168 1.30 -0.30 0.29 -0.052
N 0.721 -1.917 -0.014 0.77 -0.44 0.64 -0.095
N 2.740 1.844 -1.086 3.26 -0.13 2.75 0.084
N 3.035 -0.859 1.091 0.51 0.09 0.10 0.010
O 0.699 -3.122 -0.366 -0.86 -0.92 -0.75 -0.083
H 1.040 2.090 0.722 0.09 1.00 0.02 0.106
H -1.645 1.021 1.872 1.94 0.43 -2.01 0.158
H -1.026 2.337 0.625 -0.18 -1.76 0.25 0.126
H -1.609 -0.728 -1.636 0.30 -1.48 -0.18 0.139
H -1.700 -2.420 -0.788 0.28 -0.38 -0.65 0.109
H -3.416 1.212 0.404 0.46 0.32 0.31 0.112
H -2.447 1.175 -0.979 0.02 -0.17 -1.31 0.097
H -3.713 -0.950 -0.263 -0.27 -0.34 -1.16 0.103
H -2.789 -1.120 1.108 0.61 0.80 -0.98 0.144
H 2.363 1.773 -1.977 -0.40 -0.49 -2.11 0.058
H 3.783 1.712 -1.010 -1.30 0.69 -0.98 0.112
H 1.599 -1.773 0.504 -0.12 1.37 0.14 0.090
H 3.936 -1.390 1.360 -1.50 1.42 -1.13 0.098
```
Positions in Å, forces in eV/Å.

Properties
Multiplicity: 1
E_tot, a.u.: -623.3290
Energy relative to the best compared isomer or geometry (same formula, charge and spin), kcal per mole: 128.8

***

Record 4
The following is a DFT calculation (ωB97M-V/def2-TZVPD) of an isolated ion of composition C4H8NO2 and charge +1.

Structure (XYZ):
```
15
Properties=species:S:1:pos:R:3:forces:R:3:lowdin_charge:R:1
C 0.153 -0.276 -0.859 -0.18 0.86 -2.13 -0.202
C 2.116 -0.833 0.225 0.71 -0.72 0.43 -0.147
C 1.740 1.479 0.183 -0.19 2.29 -0.55 0.054
C -1.358 -1.667 0.164 -1.47 -2.47 0.83 -0.040
N 1.349 0.069 -0.060 -0.60 2.41 -0.62 -0.006
O 2.831 -1.627 0.535 1.68 -2.02 0.67 0.410
O -0.222 -1.528 -0.666 0.79 -2.55 -0.11 -0.102
H -0.557 0.397 -0.506 -1.44 1.50 0.55 0.121
H 0.339 -0.042 -1.935 0.27 -0.32 0.75 0.185
H 0.966 2.120 -0.375 0.96 -1.01 1.17 0.138
H 2.717 1.797 -0.292 -0.95 -0.92 0.60 0.131
H 1.752 1.688 1.284 -0.14 -0.14 -1.12 0.128
H -2.144 -1.201 -0.361 -1.37 0.28 -0.64 0.079
H -1.246 -1.096 1.054 0.36 0.20 1.15 0.081
H -1.721 -2.786 0.437 1.57 2.61 -0.97 0.170
```
Positions in Å, forces in eV/Å.

Properties
Multiplicity: 1
E_tot, a.u.: -362.1062
Energy relative to the best compared isomer or geometry (same formula, charge and spin), kcal per mole: 67.3
Net charge: +1

***

Record 5
The following is a DFT calculation (ωB97M-V/def2-TZVPD) of C37H44N4P2Pd as an isolated structure.

Structure (XYZ):
```
88
Properties=species:S:1:pos:R:3:forces:R:3:lowdin_charge:R:1
Pd 0.790 -0.891 -0.094 -0.78 0.75 -0.36 0.644
C -3.368 0.860 -1.418 1.12 1.17 -1.14 -0.084
N -2.111 0.208 -1.067 2.11 2.00 0.19 -0.489
P -1.796 -1.356 -0.626 -0.07 -0.59 -0.72 0.975
C -3.259 -1.864 0.266 -1.14 -0.46 -0.41 -0.375
C -4.085 -2.893 -0.199 1.03 -1.82 -1.95 -0.076
C -5.070 -3.486 0.601 -0.49 -1.11 -0.08 -0.062
C -5.248 -3.024 1.890 1.33 0.83 -0.01 -0.045
C -4.612 -1.809 2.236 -0.61 0.20 0.41 -0.053
C -3.672 -1.199 1.427 0.59 -0.17 -0.03 -0.101
C -1.755 -2.306 -2.205 -0.14 0.65 -0.30 -0.370
C -1.803 -1.616 -3.442 0.78 0.42 0.34 -0.051
C -1.543 -2.330 -4.622 -0.37 -0.60 2.35 -0.051
C -1.355 -3.681 -4.510 0.23 -2.42 -2.34 -0.060
C -1.414 -4.398 -3.314 0.76 0.01 -1.41 -0.071
C -1.531 -3.701 -2.177 -0.86 1.08 2.56 -0.162
P -0.578 1.044 -0.909 -0.13 -1.75 0.31 0.970
C -0.092 2.083 -2.253 0.23 0.23 -1.30 -0.375
C -0.406 3.437 -2.247 -0.83 -0.13 1.60 -0.097
C -0.183 4.241 -3.324 0.40 2.18 0.51 -0.056
C 0.398 3.714 -4.458 -0.04 -0.69 1.56 -0.046
C 0.862 2.413 -4.455 -0.20 -0.55 0.04 -0.041
C 0.642 1.578 -3.352 -0.97 0.35 0.30 -0.068
C -0.684 1.990 0.592 -0.65 0.13 0.75 -0.285
C 0.563 2.026 1.473 -1.25 -3.01 -0.24 -0.258
C 0.281 2.397 2.843 -1.10 0.96 2.75 0.005
C -0.958 2.965 3.262 2.39 -0.61 -0.74 -0.035
C -1.989 3.106 2.331 -0.24 0.36 0.81 -0.046
C -1.892 2.473 1.063 0.36 0.19 0.33 -0.078
H -3.400 1.884 -0.964 -0.03 -0.93 -1.05 0.080
H -4.133 0.308 -0.964 -1.44 -0.84 0.34 0.063
H -3.441 0.866 -2.536 -0.41 0.31 1.04 0.105
H -3.813 -3.398 -1.213 -0.79 1.02 1.97 0.130
H -5.658 -4.402 0.304 0.95 1.20 -0.04 0.139
H -5.694 -3.638 2.659 -0.67 0.30 -0.15 0.120
H -4.909 -1.319 3.158 0.20 -0.12 0.04 0.115
H -3.177 -0.249 1.642 -0.24 -0.26 0.52 0.102
H -1.876 -0.506 -3.515 -0.16 -1.04 0.33 0.106
H -1.498 -1.907 -5.568 0.00 1.05 -1.45 0.097
H -1.172 -4.292 -5.461 -0.26 1.04 1.42 0.148
H -1.231 -5.451 -3.269 -0.09 -0.48 -0.25 0.119
H -1.536 -4.222 -1.200 0.11 0.33 -0.57 0.133
H -0.828 3.843 -1.319 0.05 0.07 -0.47 0.110
H -0.294 5.349 -3.147 -0.26 -1.33 -0.72 0.145
H 0.593 4.304 -5.285 0.26 1.17 -1.52 0.099
H 1.355 2.146 -5.379 0.22 -0.71 0.27 0.117
H 0.914 0.542 -3.257 0.48 -0.33 -0.58 0.069
H 1.322 2.644 1.129 1.54 1.36 -0.98 0.089
H 1.137 2.281 3.564 -1.07 0.23 -0.70 0.145
H -1.036 3.342 4.286 -0.08 -0.19 -0.43 0.123
H -2.872 3.697 2.630 0.35 -0.67 -0.38 0.128
H -2.870 2.383 0.574 0.92 0.05 -0.17 0.092
N 2.145 -1.797 -2.673 -0.20 -0.67 -1.40 -0.025
N 1.264 -2.315 -1.698 0.75 -1.68 1.58 -0.153
H 2.275 -2.577 -3.351 0.48 1.13 0.39 0.113
H 3.019 -1.534 -2.242 0.18 -0.19 -0.02 0.071
H 1.610 -3.268 -1.378 -0.61 1.41 -0.14 0.139
H 0.382 -2.506 -2.140 -0.35 0.04 -0.40 0.009
C 1.485 -2.636 2.419 -0.85 -1.35 0.06 -0.070
C 1.238 -1.537 3.412 1.47 1.16 2.19 -0.341
C -0.221 -1.062 3.394 0.99 0.87 -1.30 -0.050
C 2.402 -0.453 3.331 -1.97 -1.17 -0.67 -0.113
C 3.439 -0.477 4.222 0.47 0.68 -1.09 -0.002
C 4.542 0.348 3.989 -0.83 -0.02 0.70 -0.039
C 4.588 1.095 2.869 1.28 1.12 -2.60 -0.040
C 3.594 1.140 1.873 -0.25 0.29 1.13 -0.110
C 3.854 1.964 0.610 0.89 0.05 -0.20 -0.346
C 3.852 3.486 0.876 -0.29 -0.78 1.54 -0.035
C 3.071 1.653 -0.658 -0.44 -1.28 0.60 -0.072
C 2.434 0.438 2.238 -0.02 0.51 -1.05 -0.227
N 1.290 0.585 1.433 -1.34 0.85 -0.26 0.061
H 2.464 -3.107 2.473 0.20 0.28 0.15 0.095
H 1.384 -2.234 1.404 -0.12 -0.31 -0.35 0.002
H 0.745 -3.478 2.592 0.65 1.01 -0.50 0.117
H 1.430 -1.989 4.405 -0.24 0.12 -0.32 0.140
H -0.360 -0.488 2.475 -0.17 0.02 -0.20 0.031
H -0.584 -0.379 4.156 0.26 -0.42 0.55 0.091
H -0.803 -1.937 3.243 -0.98 -0.68 0.42 0.066
H 3.435 -1.191 4.985 -0.04 -0.79 1.31 0.109
H 5.336 0.531 4.666 0.57 -0.59 0.77 0.114
H 5.537 1.622 2.629 -0.73 -0.19 0.35 0.143
H 4.918 1.738 0.385 -0.47 -0.04 0.09 0.148
H 4.267 3.596 1.906 -0.41 0.51 -0.81 0.098
H 2.849 3.922 0.801 0.12 -0.06 0.26 0.077
H 4.465 4.006 0.178 0.56 0.34 -0.54 0.077
H 2.047 2.034 -0.603 0.24 -0.05 -0.28 0.035
H 3.039 0.564 -0.889 -0.16 0.33 0.34 0.065
H 3.553 2.056 -1.519 0.33 0.72 -0.58 0.087
```
Positions in Å, forces in eV/Å.

Properties
Multiplicity: 5
E_tot, a.u.: -2465.2061
Energy relative to the best compared isomer or geometry (same formula, charge and spin), kcal per mole: 76.2
Net charge: +2
Expectation value of S²: 6.07

***

- Which value of energy relative to the best compared isomer or geometry (same formula, charge and spin) does entry 1 give?
  163.5 kcal per mole